1.
# C24H29BN2O7RuS3

C24H29BN2O7RuS3 as an isolated structure at a distorted geometry (the ωB97M-V functional and the def2-TZVPD basis, the Open Molecules 2025 dataset).

As for the expectation value of S²: 8.785. As for the energy above the lowest of the compared OMol25 structures with the same formula, charge and spin: 4.867 eV. For the lowest unoccupied orbital energy (spin up / spin down), the calculation gives -2.56 / -5.19 eV. Its highest occupied orbital energy (spin up / spin down) is -8.169 / -10.693 eV. For the orbital gap (spin up / spin down), the calculation gives 5.6 / 5.5 eV. As for the total charge: +1. Its spin multiplicity is 6.

```
67
Properties=species:S:1:pos:R:3:forces:R:3
Ru 7.8892 12.3367 9.0385 -1.1 -1.5 -0.3
C 10.4693 8.3226 10.2900 1.6 0.8 0.3
C 10.9784 8.5570 8.8564 1.2 -0.8 1.0
O 9.8817 8.6812 8.0151 -1.3 0.8 0.5
C 10.1202 8.9139 6.6666 -0.8 -1.5 -1.5
C 8.7853 8.7485 5.8527 -0.4 -0.4 0.6
O 7.8460 9.6285 6.5037 0.4 0.0 -0.7
C 6.4849 9.6460 6.1058 0.5 0.9 0.1
C 5.9268 10.8588 6.8968 -0.2 0.1 -1.3
O 6.3036 10.9747 8.2640 -0.2 -0.3 -0.5
C 5.5919 10.2896 9.2819 0.7 -0.3 0.6
C 6.6511 9.6958 10.1762 0.0 -1.4 -1.1
O 7.5082 10.7626 10.5318 0.0 0.2 -0.1
C 8.2135 10.6924 11.7717 -0.9 1.1 1.2
C 8.9705 9.4161 11.8693 0.2 -1.3 -0.7
O 9.7481 9.4646 10.6565 -1.5 0.1 0.6
H 11.3295 8.3561 11.0458 -0.7 -1.1 -1.2
H 9.9041 7.3850 10.2457 -0.2 0.1 0.6
H 11.5092 7.6209 8.5891 0.2 0.4 0.0
H 11.7114 9.3968 8.8704 -0.7 -0.2 -0.4
H 10.7766 8.0837 6.3311 0.2 0.8 -0.4
H 10.4879 9.9073 6.4247 0.5 0.2 0.3
H 8.4120 7.6761 5.9155 0.4 1.1 0.0
H 8.9019 9.0214 4.7600 0.1 -0.2 1.2
H 6.0290 8.7074 6.4089 -0.3 -0.3 -0.3
H 6.3129 9.8770 4.9881 0.3 -0.5 1.5
H 4.8444 10.9434 6.8034 -0.1 -0.1 0.0
H 6.3606 11.7299 6.3955 -0.1 0.1 0.3
H 4.9678 9.4597 8.9723 -0.3 0.2 -0.6
H 5.0391 11.0384 9.8419 -0.4 0.0 0.0
H 7.1773 8.8292 9.6442 -0.2 1.4 0.5
H 6.1391 9.2447 11.0112 0.0 0.1 0.8
H 7.4646 10.9431 12.5837 1.0 -0.7 -0.6
H 8.9288 11.5048 11.7153 0.1 0.2 0.1
H 8.2312 8.5550 11.8765 1.0 0.6 0.0
H 9.6268 9.3414 12.7642 -0.5 0.2 -0.4
S 5.3971 17.6683 11.2553 0.3 -1.4 0.1
C 6.6217 16.9336 10.2425 -0.4 -1.1 1.4
S 6.8822 15.1694 10.2107 0.1 0.0 -0.6
C 7.8162 15.3707 8.7165 -1.1 2.1 1.1
N 7.8678 16.5928 8.2695 -0.6 -0.6 1.2
N 7.2031 17.4415 9.1045 0.6 -0.6 -1.6
C 7.2616 18.7726 8.7794 0.3 2.4 -1.7
C 6.4443 19.7350 9.4008 1.2 0.1 -1.2
C 6.6274 21.0732 9.0868 -0.6 0.3 1.0
C 7.6181 21.5219 8.2312 0.0 -0.1 -1.2
C 8.3373 20.5881 7.4830 -0.5 -2.0 1.8
C 8.1272 19.1931 7.7361 0.4 0.9 -0.4
S 8.6323 14.0910 7.9097 0.4 0.0 -1.5
H 5.7109 19.3671 10.0710 -0.4 0.7 0.2
H 5.9816 21.7901 9.6053 0.3 -0.2 -0.3
H 7.7371 22.5778 7.9833 0.0 -0.2 0.4
H 9.1823 20.8810 6.8972 0.0 0.1 -0.7
H 8.6289 18.4414 7.0990 -0.1 0.7 0.7
O 10.7143 12.4283 9.4687 -1.8 0.8 1.3
B 9.5582 13.4426 9.4698 5.5 1.2 1.6
O 10.0755 14.6045 10.1984 -0.5 -1.8 0.3
C 11.1220 14.1228 11.0109 -2.3 -2.5 -2.0
C 11.6130 14.7232 12.1044 1.5 1.8 0.1
C 12.6193 14.0651 12.8126 0.0 -1.8 0.1
C 12.8954 12.7185 12.4898 0.8 1.1 1.9
C 12.2829 12.1154 11.4276 0.6 -4.0 -1.6
C 11.3974 12.7576 10.6550 -1.3 3.8 -1.1
H 11.4201 15.7878 12.1960 -0.2 -0.1 0.5
H 13.1382 14.4723 13.6700 -0.2 0.3 -0.1
H 13.5848 12.1308 13.1393 -0.5 0.6 -0.8
H 12.4965 11.0563 11.1010 0.0 1.1 0.8
```
Forces are in eV/Å.

Atomic partial charges in e from the natural (NBO) method, atoms 1 to 6: 0.836 -0.073 -0.071 -0.543 -0.070 -0.069

---

2.
# C24H29FN2O6

A 5-piece molecular cluster, C24H29FN2O6 overall at a distorted geometry (the ωB97M-V functional and the def2-TZVPD basis, the Open Molecules 2025 dataset).

For the lowest unoccupied orbital energy, the calculation gives -1.14 eV. Its highest occupied orbital energy is -5.707 eV. For the orbital gap, the calculation gives 4.6 eV. Its spin multiplicity is 1.

```
62
Properties=species:S:1:pos:R:3:forces:R:3
C -0.0877 6.1156 4.2809 1.5 -0.1 -0.1
C 0.5803 6.3129 2.8908 -0.9 0.3 -0.5
N 1.8215 5.5228 2.6227 0.9 -0.5 -1.3
C 2.8822 5.4360 3.4931 0.4 -0.7 -0.8
C 3.8278 4.6174 2.8979 -0.4 0.8 1.2
N 3.3454 4.2362 1.6823 -1.4 1.3 0.6
C 2.1743 4.8183 1.4661 -1.6 1.0 2.5
C 3.8999 3.2626 0.8281 0.3 -2.1 -1.4
H 0.2529 5.1225 4.5740 -1.0 -0.3 0.3
H -1.1605 6.3067 4.2559 0.1 -0.7 -0.4
H 0.2483 6.7634 5.0906 0.5 0.3 -0.3
H 0.7504 7.3645 2.6595 0.4 0.0 0.1
H -0.1460 5.9889 2.1454 0.1 -0.2 -0.1
H 2.8660 5.9660 4.4340 0.1 -0.2 -0.1
H 4.7815 4.2728 3.2694 -0.2 0.0 -0.1
H 1.5029 4.6668 0.6339 0.2 -0.1 0.0
H 4.2055 3.6731 -0.1343 0.8 0.1 0.4
H 3.1738 2.5120 0.5160 -0.6 0.2 0.3
H 4.6028 2.6550 1.3980 0.5 0.5 -0.4
F -0.1518 0.3110 -1.3385 0.2 0.2 0.2
C -6.9765 2.5067 5.2165 0.9 -1.9 2.4
C -5.8239 1.7770 4.9424 0.4 0.9 -0.2
C -5.0648 2.1175 3.8015 0.0 -1.3 2.3
C -5.5350 3.0935 2.9855 -0.1 0.7 -1.0
C -6.6880 3.7532 3.3057 -0.8 1.1 -1.0
C -7.3779 3.5159 4.4673 -1.5 1.8 -2.0
O -8.5147 4.2607 4.7390 0.5 -0.2 -0.2
O -3.8391 1.5318 3.6529 -0.1 -0.2 -0.1
H -7.5355 2.3673 6.1299 0.1 -0.5 0.3
H -5.4641 1.1544 5.7482 0.2 -0.5 -0.4
H -5.0290 3.3949 2.0802 0.2 -0.2 -0.1
H -7.1091 4.4445 2.5906 0.1 0.3 0.0
H -8.9651 3.8409 5.4755 -0.1 0.0 0.1
H -3.6738 1.4180 2.7141 0.3 -0.1 -0.2
C 1.0485 -2.9273 -7.0370 -0.1 0.2 0.5
C 1.4609 -4.0240 -7.7353 0.8 0.0 0.5
C 1.6083 -3.9605 -9.0863 -0.1 -0.1 -2.1
C 1.2491 -2.8183 -9.8364 -0.5 -0.9 1.5
C 0.7907 -1.7355 -9.0960 0.3 1.0 0.7
C 0.7599 -1.7580 -7.6980 0.2 0.5 0.6
O 0.5960 -0.5874 -6.9434 -0.2 -1.1 -1.2
O 2.1332 -5.0472 -9.7802 0.0 0.5 0.4
H 1.0930 -3.0508 -5.9650 -0.2 0.6 0.3
H 1.9113 -4.7787 -7.1076 -0.3 -0.7 -0.4
H 1.2655 -2.8903 -10.9138 0.2 0.3 0.0
H 0.5938 -0.7371 -9.4578 -0.1 -0.1 -0.8
H 0.6589 -0.9096 -6.0413 -0.1 0.5 0.4
H 2.7494 -5.4110 -9.1403 0.2 -0.6 -0.2
C 2.3721 -5.4642 0.6986 -0.7 0.4 -0.5
C 3.3507 -6.3791 1.0044 0.9 0.7 0.2
C 3.0763 -7.7312 1.0936 -0.3 2.1 0.6
C 1.7930 -8.1701 0.8777 1.0 -0.6 0.0
C 0.8431 -7.2710 0.4938 -1.2 -0.4 -0.2
C 1.1276 -5.9202 0.3941 -1.6 -0.1 -1.6
O 0.1903 -5.1236 -0.2770 0.3 -0.8 1.0
O 3.9858 -8.6112 1.4941 1.4 -2.1 0.3
H 2.4333 -4.4027 0.5092 1.1 0.2 0.3
H 4.3493 -5.9846 1.1212 0.3 -0.3 0.2
H 1.7187 -9.2433 0.9729 -0.8 -0.1 -0.1
H -0.1313 -7.6606 0.2383 -0.2 0.3 -0.1
H 0.5064 -4.2202 -0.3519 0.1 0.2 0.0
H 4.6932 -8.2832 2.0541 -0.2 0.5 -0.2
```
Forces are in eV/Å.

Atomic partial charges in e from the natural (NBO) method, atoms 1 to 6: -0.629 -0.216 -0.286 -0.040 -0.040 -0.274